1.
The following is a quantum chemistry calculation of a molecular structure, C24H58P2PdSi4Te in a non-equilibrium geometry, from the Open Molecules 2025 dataset.

Properties
Expectation value of S²: 2.011
E_HOMO (alpha / beta): -0.215 / -0.242 Eh
Calculated total energy: -3185.5724 a.u.
Frontier orbital gap (alpha / beta): 0.2200 / 0.2229 Eh
Multiplicity: 3
Max |F|: 4.6 eV Å⁻¹

CARTESIAN COORDINATES (ANGSTROEM)
1 P 0.674 -3.449 -4.018
2 P -0.074 2.923 -0.501
3 C 1.076 0.964 -2.396
4 C 1.314 2.140 -1.601
5 H 0.030 0.923 -2.764
6 H 1.854 0.427 -2.984
7 H 2.204 2.006 -0.939
8 H 1.378 2.897 -2.401
9 C -1.439 3.387 -1.707
10 H -2.215 4.008 -1.199
11 H -2.007 2.567 -2.163
12 H -1.040 3.994 -2.540
13 C 0.757 4.529 -0.322
14 H 0.344 5.267 -1.027
15 H 1.830 4.372 -0.547
16 H 0.659 4.896 0.696
17 C -0.336 -4.911 -4.419
18 H -0.248 -5.649 -3.609
19 H 0.031 -5.379 -5.358
20 H -1.406 -4.678 -4.542
21 C 2.441 -3.876 -4.006
22 H 3.109 -2.995 -4.013
23 H 2.730 -4.533 -4.844
24 H 2.637 -4.418 -3.069
25 Pd -0.889 -0.553 -3.968
26 C 0.161 0.911 -5.268
27 C -1.243 0.973 -5.144
28 C -2.240 0.351 -6.065
29 C -1.903 -1.119 -6.411
30 C -1.267 -1.945 -5.309
31 C 0.113 -2.463 -5.644
32 C 1.232 -1.475 -6.057
33 C 1.011 0.068 -6.177
34 C -0.390 -1.606 -2.232
35 H 0.662 1.875 -5.072
36 H -1.613 1.875 -4.622
37 H -2.384 0.895 -7.011
38 H -3.191 0.478 -5.522
39 H -2.874 -1.571 -6.595
40 H -1.233 -1.164 -7.283
41 H -1.929 -2.778 -5.059
42 H -0.120 -3.227 -6.410
43 H 1.652 -1.741 -7.068
44 H 2.086 -1.666 -5.376
45 H 2.033 0.477 -5.987
46 H 0.815 0.345 -7.218
47 H 0.533 -1.069 -1.957
48 H -0.239 -2.682 -2.055
49 H -1.230 -1.230 -1.603
50 C -3.489 0.085 3.769
51 Si -1.954 -0.771 4.451
52 C -2.047 -0.842 6.334
53 C -1.845 -2.504 3.723
54 Si -0.061 0.433 3.705
55 Te -0.584 1.147 1.250
56 Si -0.035 2.474 4.868
57 C 0.029 2.305 6.734
58 C 1.512 3.346 4.250
59 C -1.609 3.361 4.365
60 Si 1.879 -0.758 4.411
61 C 1.974 -0.877 6.298
62 C 1.821 -2.487 3.670
63 C 3.374 0.174 3.745
64 H -4.311 -0.648 3.744
65 H -3.329 0.457 2.747
66 H -3.801 0.931 4.399
67 H -2.870 -1.519 6.611
68 H -1.131 -1.227 6.798
69 H -2.269 0.139 6.777
70 H -1.412 -2.495 2.715
71 H -1.243 -3.177 4.348
72 H -2.859 -2.923 3.649
73 H 0.982 1.898 7.089
74 H -0.078 3.318 7.154
75 H -0.780 1.690 7.143
76 H 1.640 3.269 3.158
77 H 1.419 4.416 4.511
78 H 2.424 2.953 4.729
79 H -1.795 3.307 3.279
80 H -2.494 2.957 4.886
81 H -1.499 4.425 4.648
82 H 1.080 -1.336 6.740
83 H 2.836 -1.508 6.567
84 H 2.126 0.101 6.777
85 H 1.449 -2.465 2.639
86 H 2.836 -2.911 3.652
87 H 1.183 -3.166 4.250
88 H 3.178 0.570 2.739
89 H 3.669 1.011 4.392
90 H 4.228 -0.518 3.675

Atomic partial charges in e from the Mulliken method, atoms 1 to 5: P 0.42; P 0.72; C -0.99; C -0.97; H 0.48

2.
The following is a quantum chemistry calculation of 7 unconnected molecules or ions with the total composition C24H59ClNO8S6 in a non-equilibrium geometry, from the Open Molecules 2025 dataset.

Properties
Total charge: +1
E_HOMO: -0.378 Eh
Calculated total energy: -4455.1568 a.u.
Frontier orbital gap: 0.3111 Eh
Multiplicity: 1
Max |F|: 3.7 eV Å⁻¹

CARTESIAN COORDINATES (ANGSTROEM)
1 C 2.310 1.396 3.253
2 C 0.988 0.847 2.835
3 C 0.950 -0.228 1.584
4 C -0.578 -0.802 1.433
5 C -1.488 0.370 0.665
6 N -2.913 0.384 1.251
7 C -3.880 1.146 0.372
8 C -4.058 2.734 0.749
9 C -4.422 3.036 2.320
10 Cl -2.597 3.767 0.143
11 C -3.328 -1.101 1.294
12 C -2.514 -1.765 2.552
13 C -3.257 -1.588 4.017
14 O -4.703 -1.857 4.002
15 C -5.502 -0.629 3.865
16 O -1.133 -1.211 2.733
17 H 2.443 2.545 3.546
18 H 3.239 0.660 3.315
19 H -0.015 1.150 3.365
20 H 1.711 -1.101 1.755
21 H 1.218 0.370 0.614
22 H -0.586 -1.775 0.745
23 H -1.544 0.016 -0.470
24 H -1.014 1.433 0.794
25 H -2.810 0.751 2.222
26 H -3.417 1.120 -0.727
27 H -4.943 0.659 0.278
28 H -4.985 3.124 0.109
29 H -3.664 2.588 3.099
30 H -5.551 2.755 2.540
31 H -4.365 4.220 2.455
32 H -4.495 -1.229 1.334
33 H -2.979 -1.680 0.310
34 H -2.385 -2.918 2.375
35 H -2.949 -0.562 4.498
36 H -2.775 -2.425 4.719
37 H -6.198 -0.391 4.786
38 H -4.766 0.273 3.628
39 H -6.144 -0.762 2.867
40 C 0.476 -0.758 -4.898
41 S -0.291 0.394 -3.732
42 O -0.042 -0.133 -2.350
43 C -2.001 -0.007 -4.166
44 H 1.560 -0.705 -4.776
45 H 0.138 -1.777 -4.696
46 H 0.214 -0.472 -5.920
47 H -2.187 -1.071 -4.008
48 H -2.183 0.255 -5.211
49 H -2.668 0.577 -3.527
50 C 3.338 2.643 -3.133
51 S 3.032 1.831 -4.721
52 O 4.072 0.763 -4.888
53 C 3.526 3.235 -5.750
54 H 3.129 1.930 -2.333
55 H 4.381 2.962 -3.070
56 H 2.675 3.505 -3.029
57 H 4.557 3.517 -5.528
58 H 2.857 4.078 -5.562
59 H 3.449 2.941 -6.800
60 C -0.681 3.065 6.290
61 S -2.082 2.124 5.637
62 O -2.931 3.073 4.843
63 C -2.899 1.868 7.232
64 H -0.046 3.366 5.454
65 H -1.038 3.955 6.812
66 H -0.104 2.436 6.972
67 H -3.121 2.832 7.696
68 H -2.250 1.278 7.883
69 H -3.831 1.325 7.062
70 C 3.963 -5.009 1.517
71 S 3.705 -3.665 0.334
72 O 2.967 -2.572 1.049
73 C 2.508 -4.547 -0.697
74 H 4.659 -4.665 2.286
75 H 3.015 -5.285 1.985
76 H 4.393 -5.872 1.003
77 H 1.648 -4.850 -0.095
78 H 2.984 -5.424 -1.140
79 H 2.174 -3.876 -1.493
80 C -0.724 -0.518 -10.003
81 S -1.491 0.633 -8.836
82 O -1.242 0.107 -7.454
83 C -3.201 0.233 -9.271
84 H 0.360 -0.465 -9.880
85 H -1.062 -1.537 -9.800
86 H -0.986 -0.232 -11.024
87 H -3.387 -0.831 -9.112
88 H -3.383 0.495 -10.315
89 H -3.868 0.817 -8.631
90 C 6.938 -1.626 4.405
91 S 6.632 -2.438 2.817
92 O 7.672 -3.507 2.650
93 C 7.126 -1.034 1.787
94 H 6.729 -2.340 5.205
95 H 7.981 -1.308 4.468
96 H 6.275 -0.764 4.508
97 H 8.157 -0.752 2.010
98 H 6.457 -0.191 1.975
99 H 7.049 -1.328 0.738

Atomic partial charges in e from the Mulliken method, atoms 1 to 5: C -0.63; C 0.09; C -0.21; C 0.30; C -0.83

3.
The following is a quantum chemistry calculation of 5 unconnected molecules or ions with the total composition C24H59O5P in a non-equilibrium geometry, from the Open Molecules 2025 dataset.

Properties
E_HOMO: -0.283 Eh
Calculated total energy: -1667.0114 a.u.
SMILES string: CCCCCCCCCPCCCCCOCC.CCO.CCO.CCO.CCO
Frontier orbital gap: 0.3026 Eh
Multiplicity: 1
Max |F|: 2.9 eV Å⁻¹

CARTESIAN COORDINATES (ANGSTROEM)
1 C -5.517 0.579 -1.032
2 C -5.094 0.237 -2.594
3 C -3.718 -0.686 -2.711
4 C -2.742 -0.468 -1.405
5 C -1.175 -0.963 -1.654
6 C -0.157 0.319 -1.306
7 C 1.405 -0.149 -1.431
8 C 2.471 0.658 -0.492
9 C 1.908 2.023 0.215
10 P 1.420 3.425 -0.984
11 C 0.903 5.032 -0.020
12 C -0.376 5.796 -0.720
13 C 0.050 6.496 -2.167
14 C -0.543 5.642 -3.475
15 C 0.594 4.670 -4.147
16 O 0.733 4.789 -5.608
17 C 1.839 3.854 -5.964
18 C 3.335 4.574 -5.781
19 H -4.844 1.474 -0.684
20 H -6.640 0.909 -1.027
21 H -5.330 -0.323 -0.295
22 H -6.000 -0.296 -3.123
23 H -4.929 1.265 -3.135
24 H -4.096 -1.810 -2.756
25 H -3.192 -0.409 -3.744
26 H -2.720 0.679 -1.166
27 H -3.184 -1.085 -0.494
28 H -1.010 -1.343 -2.748
29 H -1.008 -1.862 -0.903
30 H -0.492 0.695 -0.251
31 H -0.356 1.096 -2.181
32 H 1.773 -0.079 -2.561
33 H 1.474 -1.294 -1.128
34 H 2.835 -0.085 0.359
35 H 3.404 0.944 -1.178
36 H 0.992 1.820 0.952
37 H 2.777 2.426 0.916
38 H 2.574 3.858 -1.764
39 H 1.872 5.717 -0.006
40 H 0.643 4.701 1.072
41 H -1.338 5.119 -0.799
42 H -0.663 6.705 -0.002
43 H -0.352 7.599 -2.283
44 H 1.222 6.556 -2.159
45 H -1.381 4.923 -3.025
46 H -1.035 6.382 -4.241
47 H 0.353 3.549 -3.833
48 H 1.621 4.924 -3.596
49 H 1.800 3.485 -7.074
50 H 1.867 2.905 -5.271
51 H 4.214 3.881 -6.187
52 H 3.532 4.657 -4.610
53 H 3.373 5.627 -6.315
54 C 6.165 -0.227 2.406
55 C 5.231 0.955 2.559
56 O 3.910 0.579 2.199
57 H 6.157 -0.593 1.374
58 H 7.189 0.047 2.675
59 H 5.845 -1.059 3.041
60 H 5.542 1.776 1.906
61 H 5.224 1.318 3.591
62 H 3.640 -0.145 2.790
63 C 1.437 -3.838 2.897
64 C 2.240 -2.564 3.057
65 O 3.601 -2.877 3.312
66 H 1.508 -4.453 3.800
67 H 0.384 -3.614 2.704
68 H 1.827 -4.441 2.070
69 H 1.861 -1.975 3.897
70 H 2.185 -1.949 2.153
71 H 3.930 -3.392 2.556
72 C -1.427 -7.640 4.579
73 C -1.189 -7.162 3.162
74 O 0.078 -6.528 3.070
75 H -1.387 -6.800 5.280
76 H -2.402 -8.127 4.668
77 H -0.650 -8.348 4.885
78 H -1.955 -6.439 2.867
79 H -1.215 -7.999 2.456
80 H 0.752 -7.181 3.325
81 C -4.195 -3.496 4.267
82 C -4.995 -4.060 3.111
83 O -4.687 -5.434 2.933
84 H -3.122 -3.610 4.084
85 H -4.418 -2.436 4.415
86 H -4.419 -4.036 5.193
87 H -4.752 -3.532 2.184
88 H -6.070 -3.961 3.292
89 H -4.915 -5.895 3.758

Atomic partial charges in e from the Mulliken method, atoms 1 to 5: C -0.68; C -0.50; C -0.43; C -0.16; C -0.53

4.
The following is a quantum chemistry calculation of 10 unconnected molecules or ions with the total composition C24H60BF4N3O6 in a non-equilibrium geometry, from the Open Molecules 2025 dataset.

Properties
E_HOMO: -0.302 Eh
Calculated total energy: -1990.1278 a.u.
Frontier orbital gap: 0.2913 Eh
Multiplicity: 1
Max |F|: 9.8 eV Å⁻¹

CARTESIAN COORDINATES (ANGSTROEM)
1 C 0.623 6.529 3.702
2 C 0.797 5.028 3.702
3 C 1.035 4.565 2.190
4 N 1.364 2.996 2.110
5 C 0.283 2.225 2.623
6 C 2.788 2.569 2.597
7 C 3.131 1.386 1.762
8 C 2.555 1.682 0.439
9 C 1.566 2.790 0.564
10 H 0.610 6.961 4.659
11 H -0.200 6.860 2.999
12 H 1.420 6.839 3.140
13 H -0.155 4.788 4.096
14 H 1.336 4.500 4.408
15 H 1.596 5.322 1.551
16 H 0.103 4.762 1.831
17 H 0.378 1.165 2.376
18 H -0.597 2.661 2.050
19 H 0.232 2.188 3.580
20 H 2.928 2.408 3.620
21 H 3.456 3.542 2.525
22 H 3.002 0.333 2.111
23 H 4.208 1.385 1.685
24 H 2.127 0.690 0.112
25 H 3.370 1.623 -0.151
26 H 0.755 2.537 0.175
27 H 1.833 3.797 0.042
28 B -0.794 -0.408 -0.787
29 F 0.002 -0.668 0.388
30 F -0.278 0.657 -1.506
31 F -0.672 -1.465 -1.714
32 F -2.047 -0.245 -0.392
33 C -3.672 2.476 1.609
34 C -3.113 2.725 3.024
35 N -2.664 2.855 4.111
36 H -4.801 2.488 1.775
37 H -3.415 3.351 1.056
38 H -3.030 1.727 1.202
39 C 1.802 -3.790 0.343
40 C 1.911 -5.037 -0.449
41 N 1.946 -6.018 -1.029
42 H 1.270 -3.946 1.310
43 H 2.717 -3.310 0.786
44 H 1.277 -3.020 -0.214
45 C 1.030 -0.649 4.830
46 C 1.145 -1.620 3.667
47 O 2.368 -1.921 3.315
48 H 1.627 0.257 4.800
49 H 1.689 -0.880 5.803
50 H 0.045 -0.595 5.304
51 H 0.621 -1.179 2.851
52 H 0.468 -2.346 4.179
53 H 2.291 -2.751 3.096
54 C -4.040 -0.706 -4.646
55 C -3.248 -0.768 -3.369
56 O -3.476 0.361 -2.632
57 H -3.929 0.213 -5.127
58 H -5.133 -0.790 -4.316
59 H -3.626 -1.442 -5.432
60 H -2.330 -0.986 -3.607
61 H -3.566 -1.711 -2.758
62 H -2.640 0.421 -1.859
63 C -2.525 -0.966 3.532
64 C -2.826 -1.864 2.284
65 O -1.634 -2.453 1.962
66 H -3.352 -0.475 3.977
67 H -1.949 0.096 3.154
68 H -2.021 -1.534 4.310
69 H -3.285 -1.311 1.527
70 H -3.664 -2.500 2.353
71 H -1.210 -1.857 1.473
72 C -1.823 -4.751 -2.811
73 C -1.781 -4.586 -1.177
74 O -2.656 -3.540 -0.913
75 H -1.548 -3.868 -3.107
76 H -2.794 -4.905 -3.071
77 H -1.263 -5.529 -2.995
78 H -0.822 -4.245 -0.700
79 H -2.318 -5.509 -1.045
80 H -2.143 -2.702 -0.802
81 C 2.174 1.519 -5.739
82 C 1.081 1.110 -5.012
83 O 1.393 1.250 -3.643
84 H 2.623 2.420 -5.421
85 H 1.965 1.565 -6.778
86 H 3.052 0.831 -5.550
87 H 0.823 0.043 -5.226
88 H 0.116 1.520 -5.073
89 H 0.903 0.722 -3.210
90 C 2.863 -2.688 -4.725
91 C 2.085 -2.337 -3.473
92 O 0.756 -2.300 -3.918
93 H 2.694 -1.840 -5.286
94 H 2.199 -3.626 -4.889
95 H 3.770 -3.090 -4.848
96 H 2.328 -1.252 -3.358
97 H 2.212 -2.901 -2.591
98 H 0.296 -1.858 -3.315

Atomic partial charges in e from the Mulliken method, atoms 1 to 5: C -1.62; C -0.39; C -1.43; N 0.74; C -1.06

5.
The following is a quantum chemistry calculation of 11 unconnected molecules or ions with the total composition C24H60BO28 in a non-equilibrium geometry, from the Open Molecules 2025 dataset.

Properties
Total charge: -1
E_HOMO: -0.270 Eh
Calculated total energy: -3082.1357 a.u.
Frontier orbital gap: 0.3269 Eh
Multiplicity: 1
Max |F|: 6.1 eV Å⁻¹

CARTESIAN COORDINATES (ANGSTROEM)
1 O 1.288 -1.092 -3.016
2 C 1.020 -0.754 -1.803
3 O 1.786 -0.999 -0.751
4 B 1.100 -0.643 0.512
5 O -0.192 -0.092 0.080
6 C -0.276 -0.105 -1.250
7 O -1.132 0.298 -2.034
8 O 1.777 0.416 1.328
9 C 2.332 -0.200 2.410
10 O 3.019 0.301 3.301
11 C 1.644 -1.597 2.517
12 O 0.908 -1.773 1.420
13 O 1.698 -2.347 3.502
14 C 2.956 3.082 4.503
15 C 1.714 3.267 3.679
16 O 0.459 3.393 4.361
17 O 3.265 4.139 5.478
18 H 3.832 2.825 3.906
19 H 2.901 2.178 5.108
20 H 1.513 2.353 3.120
21 H 1.836 3.968 2.854
22 H 0.481 4.186 4.902
23 H 3.785 4.770 4.975
24 C -1.260 3.673 1.259
25 C -2.139 2.448 1.415
26 O -3.445 2.742 1.938
27 O -1.573 4.438 0.163
28 H -0.222 3.343 1.271
29 H -1.350 4.313 2.136
30 H -1.640 1.685 2.013
31 H -2.319 2.018 0.430
32 H -3.945 1.929 1.839
33 H -0.686 4.701 -0.092
34 C -2.694 -1.885 2.931
35 C -3.548 -3.087 3.326
36 O -2.825 -4.192 3.829
37 O -2.257 -1.276 4.144
38 H -3.167 -1.116 2.320
39 H -1.810 -2.259 2.415
40 H -3.965 -3.368 2.359
41 H -4.409 -2.828 3.943
42 H -2.561 -3.903 4.705
43 H -1.895 -0.395 4.021
44 C 1.126 3.309 -1.262
45 C 2.461 2.737 -0.754
46 O 3.598 3.346 -1.373
47 O 1.089 4.601 -0.608
48 H 0.346 2.706 -0.797
49 H 1.066 3.421 -2.345
50 H 2.430 1.655 -0.879
51 H 2.589 2.885 0.318
52 H 3.800 4.135 -0.864
53 H 1.892 5.001 -0.948
54 C -4.251 2.366 -3.519
55 C -3.213 2.716 -2.470
56 O -3.265 4.139 -2.074
57 O -5.540 2.388 -2.867
58 H -4.089 1.384 -3.965
59 H -4.295 3.044 -4.372
60 H -2.234 2.535 -2.913
61 H -3.288 2.178 -1.525
62 H -2.704 4.243 -1.302
63 H -6.199 2.004 -3.450
64 C -0.674 0.885 5.796
65 C 0.583 -0.055 5.890
66 O 0.274 -1.452 5.761
67 O -0.995 1.044 4.364
68 H -0.323 1.817 6.238
69 H -1.521 0.495 6.362
70 H 1.084 0.045 6.853
71 H 1.506 0.163 5.353
72 H 0.710 -1.782 4.972
73 H -0.628 1.895 4.112
74 C 2.224 0.733 -5.568
75 C 1.342 1.676 -4.742
76 O 0.006 1.985 -5.272
77 O 2.867 1.247 -6.730
78 H 1.681 -0.186 -5.788
79 H 2.994 0.461 -4.847
80 H 1.912 2.592 -4.583
81 H 1.204 1.319 -3.722
82 H 0.113 2.345 -6.156
83 H 3.083 2.159 -6.522
84 C 3.533 -4.563 -1.915
85 C 2.544 -4.406 -3.095
86 O 2.838 -5.267 -4.175
87 O 3.355 -5.747 -1.204
88 H 3.375 -3.752 -1.203
89 H 4.553 -4.656 -2.288
90 H 2.700 -3.383 -3.439
91 H 1.545 -4.568 -2.692
92 H 3.056 -6.127 -3.808
93 H 2.644 -5.659 -0.565
94 C -2.629 -0.719 -5.026
95 C -1.212 -1.302 -5.166
96 O -1.025 -2.067 -6.398
97 O -3.582 -1.794 -4.871
98 H -2.958 -0.157 -5.900
99 H -2.699 -0.185 -4.078
100 H -0.884 -1.877 -4.300
101 H -0.466 -0.508 -5.199
102 H -1.599 -2.829 -6.294
103 H -4.456 -1.433 -5.035
104 C 1.048 -5.434 1.369
105 C -0.068 -4.900 2.338
106 O -1.371 -5.295 1.891
107 O 1.107 -4.689 0.186
108 H 0.835 -6.440 1.007
109 H 2.024 -5.250 1.819
110 H -0.129 -3.813 2.281
111 H 0.102 -5.141 3.387
112 H -1.979 -4.976 2.561
113 H 1.029 -3.801 0.542

Atomic partial charges in e from the Mulliken method, atoms 1 to 5: O -0.43; C 0.50; O -0.71; B 0.84; O 0.02

Q: Look up the calculated total energy of the third one.
A: -1667.0114 a.u.